1.
C21H19O4S2 | ωB97M-V/def2-TZVPD

Properties
HOMO level = -3.668 eV
SMILES = COc1ccc([C@@H](SC(=S)OC(C)C)C2=C([O-])c3ccccc3C2=O)cc1
Frontier orbital gap = 6.45 eV
Charge = -1

Each line ends with the Mulliken charge.
Cartesian coordinates (Å):
C1 4.690 -0.509 -2.450  -1.464
C2 3.660 -1.599 -2.239  0.450
C3 3.036 -2.087 -3.520  -1.289
O1 2.667 -0.918 -1.407  -0.239
C4 1.714 -1.674 -0.829  0.470
S1 0.246 -0.752 -0.752  -0.366
S2 1.847 -3.230 -0.333  -0.325
H1 5.506 -0.848 -3.090  0.419
H2 4.220 0.363 -2.917  0.321
H3 5.114 -0.187 -1.493  0.353
H4 4.084 -2.444 -1.682  0.351
H5 3.814 -2.487 -4.180  0.421
H6 2.307 -2.882 -3.333  0.329
H7 2.545 -1.254 -4.042  0.295
C5 -6.504 -1.929 0.654  -0.807
O2 -5.617 -1.990 1.798  -0.472
C6 -4.299 -1.744 1.573  0.949
C7 -3.794 -1.442 0.284  -0.686
C8 -2.438 -1.205 0.139  -0.457
C9 -1.581 -1.193 1.219  -0.217
C10 -0.145 -0.782 1.018  0.145
C11 0.107 0.637 1.433  -0.178
C12 1.449 1.113 1.787  -0.445
O3 2.396 0.450 2.207  -0.768
C13 1.454 2.561 1.374  0.471
C14 0.218 2.897 0.807  0.151
C15 0.012 4.109 0.151  -0.403
C16 1.097 4.984 0.009  -0.440
C17 2.342 4.656 0.591  -0.406
C18 2.516 3.461 1.309  -0.531
C19 -0.669 1.698 0.801  0.502
O4 -1.757 1.639 0.227  -0.787
C20 -2.077 -1.474 2.501  -0.121
C21 -3.414 -1.767 2.682  -0.812
H8 -7.480 -2.196 1.057  0.236
H9 -6.529 -0.916 0.227  0.326
H10 -6.207 -2.645 -0.128  0.319
H11 -4.438 -1.358 -0.591  0.295
H12 -2.076 -0.982 -0.864  0.213
H13 0.558 -1.477 1.497  0.856
H14 -0.977 4.345 -0.240  0.413
H15 0.976 5.918 -0.546  0.350
H16 3.177 5.349 0.472  0.349
H17 3.454 3.227 1.809  0.428
H18 -1.379 -1.448 3.340  0.439
H19 -3.826 -1.989 3.671  0.364

=====

2.
C30H23BIO10 | ωB97M-V/def2-TZVPD

Properties
HOMO level = -4.268 eV
Frontier orbital gap = 3.61 eV
Charge = -1

Each line ends with the Mulliken charge.
Cartesian coordinates (Å):
B1 4.681 5.729 -3.385  0.040
I1 2.374 5.504 -3.490  -0.379
H1 4.890 6.385 -2.396  -0.193
H2 5.097 4.604 -3.318  -0.196
H3 4.991 6.299 -4.400  -0.161
C1 2.037 0.503 -2.913  0.111
C2 3.127 1.244 -2.725  -0.279
C3 4.405 0.881 -3.394  0.020
O1 5.449 1.472 -3.185  -0.532
C4 4.386 -0.302 -4.312  -0.475
C5 3.289 -1.038 -4.488  -0.441
C6 2.037 -0.681 -3.786  0.276
O2 1.023 -1.359 -3.869  -0.597
H4 1.092 0.725 -2.415  0.478
H5 3.137 2.114 -2.079  0.579
H6 5.329 -0.533 -4.792  0.401
H7 3.258 -1.913 -5.125  0.428
C7 -1.692 2.665 1.215  -0.020
C8 -1.151 2.224 0.081  -0.234
C9 -0.317 3.112 -0.773  0.279
O3 0.198 2.696 -1.795  -0.503
C10 -0.128 4.519 -0.335  -0.291
C11 -0.688 4.961 0.791  -0.536
C12 -1.502 4.073 1.656  0.329
O4 -2.006 4.475 2.693  -0.624
H8 -2.301 2.039 1.857  0.384
H9 -1.280 1.208 -0.274  0.427
H10 0.480 5.136 -0.990  0.183
H11 -0.571 5.981 1.137  0.429
C13 -1.672 -5.127 -0.735  -0.509
C14 -1.178 -5.956 -1.655  -0.421
C15 -0.315 -5.463 -2.770  0.179
O5 0.135 -6.236 -3.599  -0.559
C16 -0.040 -4.006 -2.815  -0.334
C17 -0.535 -3.184 -1.891  -0.104
C18 -1.380 -3.672 -0.783  0.194
O6 -1.812 -2.897 0.057  -0.343
H12 -2.295 -5.463 0.085  0.415
H13 -1.368 -7.022 -1.643  0.400
H14 0.580 -3.625 -3.614  0.533
H15 -0.335 -2.120 -1.919  0.499
C19 -4.297 -2.137 3.174  -0.304
C20 -3.639 -1.334 2.339  -0.386
C21 -3.606 0.136 2.559  0.203
O7 -2.999 0.877 1.804  -0.364
C22 -4.331 0.672 3.740  -0.463
C23 -4.989 -0.136 4.571  -0.429
C24 -5.024 -1.605 4.353  0.335
O8 -5.628 -2.342 5.115  -0.570
H16 -4.336 -3.211 3.038  0.442
H17 -3.101 -1.700 1.475  0.727
H18 -4.285 1.745 3.877  0.506
H19 -5.525 0.226 5.440  0.417
C25 0.179 -1.084 1.773  0.311
C26 -0.088 -1.657 2.946  -0.053
C27 0.735 -1.378 4.149  0.079
O9 0.489 -1.906 5.221  -0.591
C28 1.871 -0.434 3.996  -0.409
C29 2.146 0.135 2.823  -0.489
C30 1.322 -0.146 1.617  -0.213
O10 1.580 0.369 0.543  -0.342
H20 -0.411 -1.275 0.883  0.367
H21 -0.912 -2.347 3.084  0.502
H22 2.453 -0.245 4.890  0.412
H23 2.968 0.825 2.681  0.463

=====

3.
C3H7NO2 | ωB97M-V/def2-TZVPD

Properties
HOMO level = -8.687 eV
Frontier orbital gap = 8.36 eV

Each line ends with the Mulliken charge.
Cartesian coordinates (Å):
O1 0.996 1.575 0.023  -0.757
C1 0.416 0.784 0.898  -0.502
C2 -1.041 0.443 0.492  -0.174
O2 -1.182 -0.739 -0.390  -0.290
C3 -0.229 -1.162 -1.149  0.195
N1 1.007 -0.693 -1.220  -0.759
H1 1.028 0.418 -1.057  0.514
H2 0.953 -0.303 1.000  0.126
H3 0.459 1.057 1.969  0.340
H4 -1.687 0.197 1.334  0.296
H5 -1.458 1.278 -0.081  0.275
H6 -0.515 -2.080 -1.668  0.373
H7 1.253 -0.776 -0.152  0.362

=====

4.
C12H14N3 | ωB97M-V/def2-TZVPD

Properties
HOMO level (alpha / beta) = -11.241 / -11.036 eV
SMILES = C=c1[nH]/[n+](=C\c2ccccc2)c(C)c1N
Frontier orbital gap (alpha / beta) = 6.65 / 6.47 eV
Charge = +1

Each line ends with the Mulliken charge.
Cartesian coordinates (Å):
C1 0.285 -1.383 -4.369  -0.535
C2 -1.031 -0.817 -4.287  -0.440
C3 1.236 -1.151 -3.410  -0.703
C4 -1.449 -0.140 -3.152  -0.629
C5 0.828 -0.478 -2.233  -0.240
C6 -0.499 -0.049 -2.007  1.150
C7 0.257 0.480 2.883  0.640
C8 -0.538 1.075 1.905  0.058
C9 1.082 -0.536 2.242  0.717
C10 2.078 -1.244 2.800  -1.279
C11 -0.990 0.447 -0.814  -0.866
C12 -1.645 2.145 2.031  -1.434
N1 0.833 -0.385 0.922  -0.166
N2 -0.076 0.565 0.757  0.118
N3 0.164 0.539 4.194  -0.390
H1 0.676 -1.761 -5.230  0.441
H2 -1.646 -0.965 -5.174  0.366
H3 2.172 -1.695 -3.528  0.350
H4 -2.374 0.406 -3.113  0.369
H5 1.544 -0.447 -1.402  0.636
H6 2.786 -1.852 2.172  0.276
H7 2.178 -1.267 3.875  0.289
H8 -1.904 0.884 -0.765  0.371
H9 -2.112 2.323 3.021  0.341
H10 -2.362 2.030 1.338  0.388
H11 -1.083 3.042 1.822  0.373
H12 0.899 -1.136 0.192  0.408
H13 -0.374 1.193 4.669  0.222
H14 1.066 0.177 4.665  0.169

=====

5.
C6H13NOS2 | ωB97M-V/def2-TZVPD

Properties
HOMO level = -8.255 eV
Frontier orbital gap = 8.83 eV

Each line ends with the Mulliken charge.
Cartesian coordinates (Å):
C1 1.765 0.934 1.289  -0.840
C2 2.361 -0.130 -0.914  -0.916
C3 0.320 -0.870 0.297  -1.575
C4 -0.759 -0.294 -0.629  0.755
C5 -1.189 1.121 -0.108  -0.944
C6 -2.028 -1.150 -0.731  -0.832
H1 1.232 0.705 2.248  0.297
H2 1.350 1.997 1.045  0.219
H3 2.871 1.075 1.498  0.291
H4 2.228 -1.099 -1.459  0.288
H5 2.152 0.662 -1.657  0.279
H6 3.501 -0.021 -0.615  0.284
H7 -0.142 -0.816 1.320  0.396
H8 0.574 -1.920 0.025  0.367
H9 -0.391 -0.228 -1.649  0.428
H10 -0.665 1.949 -0.454  0.452
H11 -0.961 1.136 1.004  0.385
H12 -2.054 -2.184 -0.285  0.384
H13 -2.364 -1.232 -1.796  0.365
N1 1.559 -0.118 0.281  0.309
O1 -3.048 -0.585 1.601  -0.589
S1 -2.912 1.499 -0.452  -0.150
S2 -3.401 -0.430 0.141  0.348

=====

6.
C8H10CeO5S | ωB97M-V/def2-TZVPD

Properties
2S+1 = 2
HOMO level (alpha / beta) = -20.950 / -21.288 eV
Frontier orbital gap (alpha / beta) = 5.03 / 5.62 eV
Charge = +3

Each line ends with the Mulliken spin population.
Cartesian coordinates (Å):
Ce1 0.003 -0.082 -0.016  0.812
C1 -0.033 0.955 1.780  -0.041
O1 0.001 1.584 2.768  0.160
C2 0.000 1.799 -0.920  -0.019
O2 -0.008 2.904 -1.361  0.034
C3 -1.991 -0.080 -0.021  -0.037
O3 -3.146 0.019 0.018  0.137
C4 1.986 -0.045 -0.047  -0.052
O4 3.152 0.034 0.028  0.124
C5 0.003 -1.771 -1.736  -0.004
H1 0.950 -2.327 -1.463  0.005
H2 -0.942 -2.318 -1.442  0.006
C6 0.000 -0.562 -2.402  -0.004
H3 -0.945 -0.029 -2.722  0.000
H4 0.945 -0.026 -2.721  0.003
C7 -0.507 -4.057 2.396  -0.007
S1 0.001 -2.619 1.678  -0.034
C8 0.575 -1.678 3.093  -0.004
O5 1.154 -2.797 0.671  -0.070
H5 -1.227 -3.822 3.259  0.000
H6 0.465 -4.463 2.719  -0.002
H7 -0.962 -4.675 1.574  -0.001
H8 0.913 -2.514 3.773  -0.002
H9 1.354 -0.891 2.861  -0.003
H10 -0.281 -1.132 3.539  0.000